ORCA calculation (ωB97M-V/def2-TZVPD) on C14H32N2O10Sr as an isolated structure at a distorted geometry.

XYZ file:
```
59
Properties=species:S:1:pos:R:3:forces:R:3:lowdin_charge:R:1
Sr 0.222 0.520 0.082 -1.64 1.23 1.44 1.57
O -2.729 2.205 2.978 -1.36 -0.28 1.88 0.18
C -1.927 1.709 2.105 2.02 -2.33 -2.39 -0.92
O -1.634 0.523 1.975 0.42 -2.61 0.33 -0.08
O -1.430 2.584 1.353 1.37 1.24 -1.72 -0.08
H -2.395 3.008 2.572 -1.38 3.40 1.13 0.09
O 1.757 -2.426 -2.978 0.20 1.52 1.43 0.23
C 1.330 -1.486 -2.118 2.20 -3.24 -2.83 -0.76
O 0.137 -1.320 -1.990 -3.11 0.91 0.86 0.18
O 2.039 -0.755 -1.447 1.34 1.14 0.96 0.19
H 0.907 -2.747 -3.289 -0.25 -0.90 -0.81 0.14
C 2.909 2.438 -1.426 1.82 0.58 1.33 -0.12
O 1.518 2.480 -1.379 -1.59 -1.42 -0.97 -0.24
C 0.969 2.312 -2.693 -2.21 1.63 -1.08 -0.18
C -0.611 2.390 -2.763 0.37 -0.47 0.23 -0.15
N -1.234 1.322 -1.970 -0.88 0.47 0.30 -0.17
C -2.710 1.470 -1.786 0.41 -1.28 0.72 -0.15
C -3.234 0.024 -1.807 -0.85 1.08 1.48 -0.19
O -2.602 -0.775 -0.796 1.16 0.82 -1.28 -0.20
C -3.057 -2.083 -0.798 -1.52 -1.20 0.64 -0.12
H 3.345 3.436 -1.380 -0.19 0.37 -0.90 0.10
H 3.354 1.841 -2.222 -0.29 0.04 -0.12 0.10
H 3.293 2.092 -0.467 -0.28 -0.73 0.10 0.08
H 1.243 1.428 -3.267 0.58 -0.53 0.65 0.12
H 1.286 3.152 -3.311 0.32 0.10 -0.07 0.13
H -1.029 2.205 -3.752 0.98 0.29 -0.76 0.13
H -1.029 3.374 -2.547 0.33 -0.03 0.79 0.13
H -1.226 0.477 -2.524 0.69 -0.11 -0.31 0.07
H -3.249 1.944 -2.606 0.34 0.42 -0.22 0.13
H -2.926 1.986 -0.850 0.07 0.00 -0.02 0.12
H -3.167 -0.294 -2.847 0.38 -0.85 -0.01 0.13
H -4.288 0.046 -1.531 -0.29 0.00 -0.29 0.13
H -2.753 -2.623 0.098 0.37 0.36 0.02 0.08
H -2.850 -2.732 -1.649 0.66 0.38 -0.49 0.09
H -4.145 -2.089 -0.745 -0.35 0.08 0.04 0.10
C 1.880 3.089 2.159 -0.05 -0.66 1.13 -0.04
O 1.752 1.708 1.749 0.70 0.49 -0.60 -0.35
C 2.021 0.806 2.825 -0.41 -0.55 -0.38 -0.19
C 2.421 -0.571 2.222 -0.24 1.80 0.47 -0.17
N 1.288 -1.358 1.673 1.67 0.95 0.48 -0.14
C 0.571 -2.041 2.729 -0.79 -2.36 -0.88 -0.16
C -0.300 -3.123 1.966 0.42 2.11 -0.61 -0.14
O 0.545 -3.771 0.978 -0.26 -0.80 1.75 -0.21
C -0.202 -4.555 0.068 0.37 0.28 -1.04 -0.10
H 1.072 3.276 2.867 -0.36 0.50 -0.45 0.10
H 1.947 3.792 1.329 -0.40 -0.43 -0.06 0.10
H 2.771 3.180 2.780 0.40 0.02 -0.27 0.09
H 1.112 0.797 3.427 -0.02 -0.39 0.32 0.13
H 2.837 1.182 3.442 0.13 0.01 -0.07 0.13
H 3.037 -1.064 2.973 -0.26 -0.54 0.08 0.13
H 3.108 -0.270 1.431 0.03 -0.35 -0.35 0.12
H 1.758 -2.110 1.191 -0.14 -0.21 -0.55 0.10
H 0.012 -1.366 3.377 -0.25 -0.17 -0.29 0.13
H 1.243 -2.672 3.311 0.38 0.34 0.45 0.12
H -0.986 -2.556 1.337 -0.67 0.07 0.38 0.09
H -0.840 -3.746 2.680 0.24 -0.48 -0.30 0.13
H 0.405 -5.325 -0.408 0.37 -0.12 0.57 0.09
H -0.430 -3.898 -0.772 -0.73 0.14 -0.17 0.06
H -1.106 -5.037 0.442 0.04 0.25 0.34 0.10
```
Positions in Å, forces in eV/Å.

Summary:
Net charge = +1
⟨S²⟩ = 0.757
Spin multiplicity = 2
F_max = 4.836 eV/Å
HOMO (spin up / spin down) = -11.385 / -11.378 eV
Relative energy (zero: lowest compared OMol25 entry of this formula, charge and spin) = 0.0 kcal/mol


ORCA calculation (ωB97M-V/def2-TZVPD) on C14H32NO2P2PdSi as an isolated structure at a distorted geometry.

XYZ file:
```
53
Properties=species:S:1:pos:R:3:forces:R:3:lowdin_charge:R:1
Pd 0.001 0.033 0.483 -0.63 0.17 -1.97 0.32
P -1.014 -2.067 0.594 2.16 1.81 0.92 0.76
C -2.219 -2.103 -0.707 0.85 0.90 -1.66 -0.14
C -2.424 -0.934 -1.454 -0.41 1.46 -1.48 -0.32
N -1.722 0.196 -1.097 -0.69 0.75 1.92 0.02
C -2.235 1.422 -1.234 0.09 -0.68 -0.52 -0.32
C -3.402 1.629 -1.986 -0.11 0.08 0.28 -0.01
C -3.949 0.553 -2.687 0.38 -0.04 -0.36 -0.04
C -3.374 -0.721 -2.557 -0.01 0.20 1.65 0.03
C -1.528 2.588 -0.582 -0.02 0.18 -0.40 -0.27
P 0.224 2.175 -0.270 0.93 0.13 0.86 0.76
H -3.728 -1.548 -3.147 -0.24 -0.25 0.07 0.11
H -3.813 2.642 -1.980 -0.09 -0.50 -0.29 0.13
H -4.807 0.748 -3.353 0.62 -0.37 0.30 0.13
H -1.600 3.487 -1.211 -0.02 -0.17 0.06 0.10
H -1.993 2.852 0.379 0.07 -0.29 -0.15 0.11
H 0.994 -3.960 -3.364 -0.18 -0.71 -0.31 0.02
H -2.530 -2.974 -1.210 -0.64 -1.29 -0.01 0.07
H 1.944 -0.972 -2.606 0.20 -0.38 0.10 0.03
O 0.900 -3.040 -3.576 -0.69 1.50 -0.86 -0.07
H 0.329 -2.910 -4.377 0.89 -0.70 1.20 0.07
H 0.930 -0.485 -0.877 -0.59 0.10 0.84 0.08
O 2.359 -0.617 -1.807 1.30 -0.75 -0.03 -0.13
H 2.830 -1.369 -1.362 -0.67 0.88 -0.80 0.08
C 1.042 2.350 -1.894 0.01 0.24 0.09 -0.24
H 0.800 3.356 -2.273 0.11 -0.36 -0.07 0.05
H 2.135 2.277 -1.756 -0.48 -0.11 -0.08 0.05
H 0.703 1.567 -2.589 0.15 0.32 0.27 0.05
C 0.865 3.632 0.657 -0.11 0.32 -0.30 -0.25
H 1.836 3.382 1.123 -0.54 0.15 -0.23 0.04
H 1.012 4.473 -0.054 -0.08 -0.42 0.47 0.06
H 0.139 3.944 1.436 0.48 -0.25 -0.38 0.06
C -2.010 -1.962 2.087 -0.37 -1.09 0.30 -0.26
H -2.537 -2.915 2.166 -0.38 0.10 0.48 0.05
H -1.397 -1.791 2.986 -0.25 0.03 -0.45 0.05
H -2.726 -1.145 1.916 0.29 -0.27 0.21 0.05
C 0.147 -3.465 0.605 -0.78 -1.15 -0.09 -0.23
H 0.671 -3.494 1.562 -0.13 0.21 0.01 0.03
H -0.420 -4.398 0.521 0.13 -0.13 0.07 0.05
H 0.901 -3.480 -0.192 -0.44 0.53 0.10 0.05
C 1.275 1.444 3.397 -0.19 0.19 0.24 -0.23
Si 1.688 0.172 2.055 -0.31 0.14 0.75 0.37
C 3.298 0.703 1.266 0.41 -0.34 -0.32 -0.22
C 1.924 -1.457 2.984 0.16 -0.28 -0.11 -0.23
H 1.127 2.462 3.029 0.03 -0.13 -0.09 -0.01
H 2.061 1.517 4.161 0.06 -0.18 -0.19 0.04
H 0.358 1.191 3.941 0.04 -0.12 -0.14 0.03
H 4.005 1.015 2.040 -0.01 -0.06 0.02 0.04
H 3.773 -0.098 0.682 -0.11 0.06 0.24 0.02
H 3.206 1.527 0.563 -0.17 0.20 -0.01 0.00
H 2.511 -1.315 3.900 -0.01 0.12 -0.15 0.04
H 0.980 -1.919 3.297 0.05 0.16 -0.06 0.00
H 2.462 -2.195 2.377 -0.07 0.09 0.05 0.02
```
Positions in Å, forces in eV/Å.

Summary:
Net charge = +1
⟨S²⟩ = 2.059
Spin multiplicity = 3
F_max = 2.965 eV/Å
HOMO (spin up / spin down) = -8.479 / -11.287 eV
Relative energy (zero: lowest compared OMol25 entry of this formula, charge and spin) = 3.8 kcal/mol


ORCA calculation (ωB97M-V/def2-TZVPD) on C14H32NO2P2SiTi as an isolated structure at a distorted geometry.

XYZ file:
```
53
Properties=species:S:1:pos:R:3:forces:R:3:lowdin_charge:R:1
Ti -0.410 -0.332 0.243 -1.41 -1.69 0.56 0.69
P -1.651 0.925 -1.365 -0.58 0.81 -1.39 0.81
C -2.082 -0.705 -2.160 -0.25 -0.15 0.25 -0.23
C -0.848 -1.551 -2.404 0.12 -0.22 -0.34 -0.29
N 0.158 -1.390 -1.505 -0.04 0.55 0.32 -0.03
C 1.345 -2.010 -1.678 0.11 -0.16 -0.26 -0.28
C 1.549 -2.857 -2.760 0.28 0.07 0.40 0.04
C 0.520 -3.074 -3.662 0.00 -0.19 -0.07 0.05
C -0.694 -2.415 -3.480 -0.50 0.60 0.22 0.04
C 2.444 -1.700 -0.701 0.02 0.09 -0.20 -0.23
P 1.870 -0.866 0.838 2.36 -0.90 0.33 0.85
H -1.534 -2.514 -4.163 0.29 -0.16 -0.02 0.15
H 2.531 -3.324 -2.851 -0.34 0.02 -0.18 0.15
H 0.661 -3.752 -4.504 -0.05 0.19 0.17 0.15
H 2.992 -2.610 -0.420 -0.08 0.21 -0.07 0.13
H 3.171 -1.017 -1.168 -0.18 -0.23 0.01 0.12
H -2.846 -1.229 -1.546 0.33 0.18 -0.39 0.12
H -2.562 -0.414 -3.102 -0.05 -0.32 0.07 0.12
H -1.521 -1.504 2.402 -0.21 0.04 -0.24 0.07
O -1.697 -1.474 1.405 0.19 0.22 -0.04 -0.09
H -2.528 -1.924 1.151 0.43 0.09 0.41 0.14
H -0.235 -0.301 4.032 -0.62 -0.77 -0.05 0.09
O -0.720 -1.138 3.839 0.63 0.61 0.59 -0.05
H -0.692 -1.629 4.685 -0.22 0.12 -0.48 0.12
C 1.662 -2.273 1.981 -0.44 -0.15 0.17 -0.21
H 2.612 -2.818 2.079 -0.24 0.24 -0.06 0.09
H 1.328 -1.909 2.960 0.20 -0.21 -0.25 0.04
H 0.898 -2.966 1.600 0.15 0.06 0.12 0.07
C 3.446 -0.138 1.395 0.16 0.66 0.11 -0.21
H 3.320 0.448 2.310 0.05 -0.21 -0.18 0.04
H 4.194 -0.923 1.597 -0.47 0.06 -0.22 0.09
H 3.849 0.532 0.622 -0.14 -0.15 0.20 0.08
C -0.904 1.851 -2.724 0.61 0.03 -0.07 -0.18
H -1.623 1.903 -3.550 0.11 0.01 0.13 0.09
H -0.632 2.864 -2.402 -0.17 -0.31 -0.14 0.05
H 0.015 1.351 -3.067 -0.26 0.13 0.02 0.07
C -3.244 1.732 -1.068 -0.13 -0.16 0.39 -0.19
H -3.087 2.688 -0.552 -0.09 -0.20 -0.22 0.06
H -3.742 1.899 -2.035 0.14 -0.04 0.29 0.09
H -3.869 1.090 -0.432 0.01 0.22 -0.18 0.07
C -0.144 3.534 0.122 -0.02 -0.36 -0.27 -0.20
Si -0.056 1.941 1.126 0.76 2.38 0.65 0.47
C 1.431 2.273 2.254 -0.21 -0.45 -0.10 -0.21
C -1.634 1.753 2.173 0.02 -0.86 -0.18 -0.17
H 0.726 3.593 -0.549 -0.19 0.12 0.13 0.06
H -0.082 4.381 0.822 -0.02 -0.28 -0.13 0.07
H -1.053 3.653 -0.476 0.16 0.13 0.15 0.01
H 1.258 3.214 2.797 -0.05 -0.24 -0.17 0.07
H 1.598 1.481 2.992 0.04 0.19 0.03 0.02
H 2.347 2.390 1.661 -0.22 0.06 0.15 0.04
H -1.645 2.639 2.821 0.10 -0.04 -0.13 0.08
H -2.560 1.749 1.586 0.14 0.00 0.23 0.03
H -1.631 0.872 2.834 -0.22 0.36 -0.12 0.01
```
Positions in Å, forces in eV/Å.

Summary:
Net charge = +3
F_max = 2.581 eV/Å
HOMO (spin up / spin down) = -18.777 / -18.777 eV